DFT (wB97M-V/def2-TZVPD) results for a 21-piece molecular cluster, C16H69BBrF2N3O27S2 overall.

LUMO energy: -0.13 eV
DFT total energy: -6441.76535 a.u.
highest occupied orbital energy: -8.932 eV

Atoms and positions in Å:
C: 5.23 -3.23 -0.22
C: 4.15 -2.48 -0.91
O: 3.23 -3.01 -1.49
O: 4.30 -1.13 -0.86
C: 3.07 -0.44 -0.64
C: 2.56 -0.52 0.80
C: 2.33 0.85 1.45
C: 0.90 1.04 1.97
C: 0.05 2.08 1.25
C: -0.19 1.91 -0.25
O: -0.39 3.18 -0.85
C: 0.59 3.62 -1.77
N: 1.94 3.62 -1.27
C: 0.17 5.05 -2.09
C: 1.15 5.84 -2.95
C: 2.18 6.60 -2.17
Br: 1.98 4.79 -4.38
C: -1.41 1.03 -0.60
S: -0.92 -0.73 -0.45
O: -2.44 1.48 0.22
C: -3.70 0.89 0.11
S: -3.91 -0.42 1.41
B: -4.07 0.17 -1.30
N: -3.67 0.74 -2.58
O: -4.80 -0.98 -1.27
N: -4.69 2.00 0.38
C: -5.57 2.23 -0.68
O: -5.38 2.97 -1.61
F: -6.73 1.56 -0.60
C: -5.26 2.04 1.68
O: -4.74 2.56 2.63
F: -6.48 1.53 1.76
H: 5.04 -4.27 -0.30
H: 6.15 -2.93 -0.69
H: 5.23 -2.88 0.80
H: 3.27 0.59 -0.86
H: 2.30 -0.76 -1.33
H: 3.30 -1.04 1.39
H: 1.65 -1.08 0.84
H: 2.65 1.65 0.81
H: 2.98 0.88 2.31
H: 0.42 0.07 2.03
H: 0.97 1.38 2.99
H: -0.86 2.20 1.82
H: 0.58 3.02 1.35
H: 0.66 1.38 -0.67
H: 0.55 3.05 -2.69
H: 2.48 2.83 -1.59
H: 1.99 3.74 -0.27
H: -0.82 5.05 -2.51
H: 0.14 5.54 -1.13
H: 0.56 6.57 -3.48
H: 2.97 5.91 -1.91
H: 1.79 7.02 -1.26
H: 2.65 7.37 -2.76
H: -1.56 1.22 -1.66
H: -1.20 -1.01 0.82
H: -3.20 0.17 2.39
H: -3.01 0.14 -3.06
H: -4.51 0.67 -3.16
H: -5.73 -0.77 -1.43
O: 3.49 -6.11 -0.22
H: 3.08 -5.42 -0.76
H: 2.75 -6.56 0.19
O: -4.76 1.34 -5.17
H: -5.35 1.61 -5.88
H: -4.50 2.17 -4.75
O: -6.79 -1.14 -3.23
H: -7.60 -0.69 -3.49
H: -6.18 -1.01 -3.97
O: 0.14 -3.37 1.23
H: 0.77 -3.65 0.57
H: -0.51 -4.09 1.26
O: -8.24 1.22 -3.16
H: -7.77 1.89 -2.66
H: -8.31 0.48 -2.56
O: 5.01 -1.10 2.76
H: 5.30 -1.22 3.68
H: 5.81 -1.25 2.25
O: -4.27 -1.71 -5.11
H: -3.99 -2.62 -5.01
H: -4.01 -1.47 -6.00
O: 3.76 -3.06 4.44
H: 3.92 -2.78 3.53
H: 3.14 -2.40 4.78
O: 2.44 7.00 1.18
H: 2.70 7.52 1.94
H: 1.67 6.51 1.48
O: -9.60 -0.26 -3.60
H: -9.83 0.52 -4.13
H: -10.45 -0.63 -3.34
O: -0.91 -6.47 1.37
H: -0.59 -7.38 1.40
H: -1.66 -6.47 1.97
O: 2.71 -4.91 6.59
H: 1.82 -4.62 6.82
H: 2.90 -4.47 5.76
O: 6.73 -2.58 5.44
H: 7.16 -3.43 5.54
H: 5.93 -2.65 5.98
O: -1.14 -3.93 4.30
H: -2.01 -3.56 4.14
H: -0.66 -3.80 3.47
O: -3.36 5.26 -1.82
H: -2.64 4.87 -2.32
H: -3.99 4.54 -1.72
O: 6.14 -1.10 7.76
H: 6.43 -1.19 8.67
H: 6.94 -1.24 7.24
O: -8.75 0.15 -6.56
H: -8.29 0.45 -5.77
H: -9.10 -0.71 -6.31
O: 9.18 -0.78 6.51
H: 9.19 0.00 5.94
H: 9.95 -0.66 7.08
O: 5.57 -8.46 0.42
H: 5.25 -9.36 0.30
H: 4.89 -7.91 0.02
O: 4.41 0.40 -3.39
H: 4.03 -0.29 -2.83
H: 5.17 -0.02 -3.79